(1)
# C32H27CrN7OSSb

A molecular structure, C32H27CrN7OSSb (wB97M-V/def2-TZVPD, the Open Molecules 2025 dataset).

Results
* HOMO energy (alpha / beta): -8.565 / -8.653 eV
* spin multiplicity: 5
* energy relative to the best compared isomer or geometry (same formula, charge and spin): 11.8 kJ/mol
* total charge: +1

Element x y z (Å)
N -0.801 1.836 -0.770
H -1.172 2.633 -4.009
C -1.566 -3.694 -2.635
C -0.479 -1.654 4.149
N -0.727 -1.712 -0.893
H 3.982 1.350 -2.849
H -3.605 0.005 0.603
C -2.194 -3.507 -1.422
H 2.603 1.405 -0.785
C 2.386 0.697 -1.576
H -1.132 -1.755 5.018
C -1.240 -1.844 2.840
C -3.786 -0.164 1.664
O -0.660 -1.224 1.897
S 1.144 -3.593 -6.314
C 2.850 -0.259 -3.718
C 1.046 -1.015 -2.331
Cr 0.124 -0.284 0.403
H 4.568 -0.819 2.880
H 4.811 1.522 3.698
C -3.493 1.243 3.732
H 2.629 -1.839 0.290
N 1.357 -0.115 -1.373
H -4.858 -0.125 1.854
C 2.551 -1.818 1.381
C -3.050 0.864 2.464
C -0.086 -1.900 -2.060
C -1.221 1.782 -2.039
C -0.038 2.873 -0.387
H 3.424 -0.332 -4.632
H 0.236 -2.485 4.208
H -3.026 -4.126 -1.119
C -1.296 2.340 2.595
H -1.731 -0.085 -2.996
H -1.135 3.573 4.355
H -3.412 -1.161 1.923
H -2.991 1.133 -3.041
C -0.478 -2.881 -2.969
N 0.042 -3.871 -5.172
C 0.038 3.735 -2.619
H 1.574 -2.213 1.663
N 1.756 0.479 1.600
C 1.366 -2.139 -4.470
H 0.075 -0.711 4.184
C -1.684 2.790 3.847
C 2.713 -0.420 1.897
H 3.324 -2.472 1.780
H 1.007 4.666 -0.939
Sb 0.395 3.288 1.692
H -2.169 -2.337 0.417
C 3.157 0.661 -2.738
H -3.133 2.519 5.415
N -1.950 1.393 1.923
C 2.965 2.147 2.788
H -1.887 -4.459 -3.329
H 3.040 3.172 3.127
C 1.771 -1.123 -3.517
C 1.871 1.746 2.037
C 0.403 3.834 -1.283
C 0.272 -2.997 -4.204
C 3.824 -0.068 2.654
C 3.955 1.228 3.106
N 1.950 -2.373 -5.636
H 0.373 4.467 -3.342
C -2.202 0.712 -2.418
H -2.651 0.282 -1.526
C -0.809 2.713 -2.993
H -4.382 0.786 4.146
C -1.739 -2.505 -0.563
C -2.801 2.207 4.434


(2)
# C32H27KN8

A molecular structure, C32H27KN8 (wB97M-V/def2-TZVPD, the Open Molecules 2025 dataset).

Results
* HOMO energy: -6.328 eV
* spin multiplicity: 1
* total charge: 0

Element x y z (Å)
C -1.045 2.655 3.766
H -4.089 -2.343 -0.327
C 4.431 -1.714 0.646
C 2.995 -2.246 2.471
C 1.974 -1.607 1.786
C -2.184 2.608 4.549
H -1.177 -1.689 4.214
H -2.252 -6.299 3.842
C 7.383 -3.628 2.974
H -2.577 -6.545 2.123
C -2.545 3.748 5.465
C 8.422 -5.157 5.032
H -1.417 -4.073 4.643
H -2.091 -4.742 0.481
C -1.767 -4.612 2.594
H -3.155 4.493 4.947
N 6.620 -2.913 2.082
C 2.690 2.116 1.862
H 2.264 2.798 -0.228
C -1.886 -6.095 2.836
C -2.988 1.474 4.426
H 10.306 -4.900 4.039
C 1.930 2.428 0.729
H -1.649 4.251 5.829
C -0.702 1.628 2.890
C -2.957 -1.930 -2.214
K -0.169 0.171 -0.357
C -1.380 -2.357 3.386
H -3.692 -1.793 -2.987
C 5.398 -2.951 2.544
C -1.484 -1.791 2.090
C -1.514 -3.707 3.626
C 6.565 -4.127 4.009
N 5.305 -3.675 3.707
N -1.234 -0.485 1.812
H -0.956 -1.729 -3.208
N 0.632 2.229 0.945
N 0.546 1.776 2.202
C -1.560 -1.896 -2.329
H 4.468 -3.873 4.225
C -1.884 -4.085 1.320
C -3.179 -2.203 -0.883
C 4.261 -2.305 1.897
C -1.755 -2.725 1.064
H 5.401 -1.742 0.170
C -2.665 0.456 3.557
H -0.381 3.510 3.829
H 6.428 -5.274 5.842
H 3.453 -0.640 -0.929
H 3.756 2.182 1.988
H -3.893 1.395 5.018
N -0.971 -2.128 -1.162
C -1.510 0.480 2.739
N -1.971 -2.305 -0.289
C 8.750 -3.904 2.976
H 8.860 -5.752 5.822
N 2.133 -1.043 0.592
H 2.782 -2.677 3.441
H 9.383 -3.526 2.185
H 1.866 1.391 3.815
H 0.983 -1.538 2.217
C 3.347 -1.107 0.044
C 7.065 -4.896 5.052
H -3.319 -0.403 3.476
H -0.922 -6.597 2.722
C 1.759 1.706 2.791
C 9.249 -4.668 4.012
H -3.113 3.393 6.325


(3)
# C32H27N10O3STeW

A molecular structure, C32H27N10O3STeW (wB97M-V/def2-TZVPD, the Open Molecules 2025 dataset).

Results
* HOMO energy (alpha / beta): -5.342 / -6.970 eV
* spin multiplicity: 2
* energy relative to the best compared isomer or geometry (same formula, charge and spin): 88.7 kJ/mol
* total charge: 0

Element x y z (Å)
H 0.385 -2.020 -3.079
C -2.598 -2.896 2.131
N 0.183 0.754 2.276
H -1.312 -4.612 2.198
H 4.180 1.965 -2.019
H 5.198 -2.431 3.434
H 1.915 3.323 5.672
C -0.329 0.422 3.486
N 0.525 -0.993 -1.309
H -2.749 5.635 2.707
C -0.538 4.177 0.632
O 1.127 -1.222 1.033
C 0.886 2.007 4.524
H 5.108 2.901 0.143
C -3.340 -0.226 -3.794
C -2.743 3.584 2.147
N 1.747 -1.600 -1.103
H -4.266 -4.381 5.297
S -2.569 0.939 1.293
Te -1.754 -2.230 0.306
H -1.481 -1.090 2.746
H 6.500 -2.329 -0.660
C -2.108 2.574 1.400
N 1.080 2.766 5.637
C 4.134 2.427 0.119
H 7.005 -2.616 1.755
N -1.611 0.240 -1.651
C 3.634 1.883 -1.090
H -2.889 1.760 -1.108
C -4.246 -2.756 3.891
H 4.162 -1.883 -1.365
H -4.030 -1.302 2.328
C 4.991 -2.319 2.377
H -1.912 -1.731 -4.361
C -0.073 -1.314 -2.401
H 1.996 0.832 -1.966
C -2.259 4.863 2.126
H 0.327 4.298 -0.005
C 1.303 1.578 2.350
C 2.018 -1.586 0.172
O -0.531 2.042 -0.181
C 3.376 2.351 1.246
W -0.322 0.102 0.249
C -2.740 -4.627 3.805
C 4.412 -2.015 -0.321
C 5.990 -2.418 1.433
N -1.024 2.933 0.690
N -1.132 -0.640 3.574
C -3.794 -3.960 4.417
H -3.609 3.316 2.736
H 3.689 2.776 2.189
N 1.639 2.254 3.471
C -2.139 -4.095 2.669
H 0.684 2.427 6.495
C 2.124 1.678 1.212
N -0.061 1.060 4.620
C -1.133 5.172 1.358
H 1.907 -1.703 2.571
C 3.677 -2.058 1.986
N 1.694 1.089 0.050
H -5.071 -2.233 4.361
H -4.460 1.426 -2.959
C 3.379 -1.917 0.617
O 2.764 -1.961 2.966
H -0.726 6.172 1.324
C -3.590 0.790 -2.871
C 5.709 -2.262 0.075
H -2.382 -5.565 4.211
H -1.602 -0.788 4.450
C -1.323 -0.664 -2.604
C -2.711 0.986 -1.834
C 2.423 1.244 -1.062
C -2.177 -0.939 -3.673
C -3.656 -2.228 2.748
H -4.047 -0.443 -4.585


(4)
# C32H28BrClMnN4O5

A molecular structure, C32H28BrClMnN4O5 (wB97M-V/def2-TZVPD, the Open Molecules 2025 dataset).

Results
* HOMO energy (alpha / beta): -10.427 / -10.534 eV
* spin multiplicity: 5
* total charge: +1

Element x y z (Å)
C 1.494 4.318 2.701
Br 0.594 4.283 4.341
C -3.313 1.633 2.323
H 1.007 4.158 -1.675
C -3.153 -3.671 -0.761
O -2.167 -1.451 -1.131
Cl -3.749 3.972 1.003
H 1.349 0.189 2.771
C -1.515 2.459 0.965
C 2.739 4.337 0.247
C -2.365 -4.114 -1.999
C 3.562 -0.021 -2.500
C 2.164 5.509 0.741
H -1.114 3.213 0.295
O 2.044 -0.141 0.388
H -4.108 -0.263 3.976
C 0.553 -6.360 -1.194
C 0.833 -0.684 2.375
C -2.596 -2.414 -0.112
H -1.377 3.519 -1.731
C 3.153 2.309 -1.906
H -3.081 -1.498 3.212
H -2.461 -0.570 4.566
O -0.560 -0.655 2.644
C 1.250 0.824 -2.054
H -4.196 -3.523 -1.056
H 2.226 6.416 0.148
H 2.088 -3.418 -1.706
O 1.693 -1.429 -2.474
H 5.067 1.461 -2.420
C -1.249 0.431 2.226
N 3.783 3.439 -1.616
C -0.735 1.367 1.345
C -2.553 0.542 2.718
H -1.986 1.113 -1.863
O 0.263 -1.544 0.273
H -4.324 1.748 2.702
C 2.179 -0.299 -2.340
C 0.725 3.117 -1.766
H 3.215 2.260 0.640
H -3.333 -1.939 0.526
C -2.789 2.589 1.458
N 3.418 4.429 -0.978
C 1.304 -4.150 -1.616
C -0.600 2.767 -1.800
H 4.236 -0.834 -2.740
C -3.087 -0.502 3.670
N -0.046 0.472 -2.019
H -2.309 -3.310 -2.718
C -0.739 -5.906 -1.384
H 0.272 1.272 0.951
N 0.050 -3.695 -1.795
H -2.904 -4.927 -2.483
H -3.143 -4.465 -0.009
Mn -0.083 -1.565 -1.740
C 2.117 3.160 2.245
C 4.008 1.235 -2.321
H -2.921 -1.254 -1.685
H -1.716 -2.607 0.478
C 1.119 -0.806 0.890
C 2.728 3.160 1.007
H 1.198 -1.577 2.873
H 1.038 6.384 2.342
C -0.967 -4.577 -1.699
H 0.742 -7.403 -0.961
H 2.631 -5.768 -1.208
C -0.951 1.422 -1.895
C 1.518 5.494 1.960
C 1.700 2.113 -1.872
C 1.598 -5.463 -1.329
H 2.118 2.269 2.858
H -1.585 -6.581 -1.302


(5)
# C32H28F4IN3O3ReS5

A molecular structure, C32H28F4IN3O3ReS5 (wB97M-V/def2-TZVPD, the Open Molecules 2025 dataset).

Results
* HOMO energy (alpha / beta): -7.893 / -7.958 eV
* spin multiplicity: 4
* energy relative to the best compared isomer or geometry (same formula, charge and spin): 200.5 kJ/mol
* total charge: 0

Element x y z (Å)
S 1.019 -4.568 -1.929
H 3.449 2.465 1.024
H -3.205 -1.599 -5.054
C -1.745 -1.830 4.892
H -2.037 0.288 5.101
S -1.320 -4.285 4.345
C 2.457 -1.535 1.680
C -1.148 -3.187 -0.834
C -1.264 -2.005 3.478
F 0.034 4.418 1.538
C -1.819 -3.059 5.518
C -2.086 -0.679 5.582
H -0.490 -4.840 1.273
C 0.371 -4.518 0.705
H 1.463 -4.751 2.416
C -3.119 2.713 -0.429
C -2.346 -3.552 0.031
C -0.956 2.409 0.685
H -1.847 -5.097 -2.887
H 3.980 2.070 -0.602
H 3.173 -0.152 -0.527
C -2.561 -2.051 7.521
C -0.986 3.794 0.917
H 2.848 1.058 2.793
S -1.055 -0.549 2.559
O -0.592 -1.969 -0.392
C -2.077 1.924 -0.003
C 1.520 -4.441 1.376
H -2.998 -4.219 -5.076
C -2.497 -0.806 6.904
H 0.386 2.133 3.067
H 3.588 -4.066 1.683
N 0.031 1.534 1.069
H -3.932 4.705 -0.523
C -4.313 -3.303 1.232
H 1.632 -1.950 2.264
I 0.823 0.414 -2.088
C 3.187 0.393 0.409
C 2.804 -2.441 0.501
S -2.903 -5.167 0.225
Re 0.099 -0.379 0.378
C 0.080 -4.145 -0.688
N 2.048 -0.147 1.250
C -2.021 -4.052 -3.098
C -4.274 -4.655 1.110
H 1.440 0.088 3.234
C 0.945 1.897 2.156
F -4.143 2.135 -1.062
H -2.773 0.078 7.463
H 3.773 -2.162 0.086
C -2.038 4.582 0.489
H 4.097 0.117 0.951
H -5.092 -2.775 1.762
O -0.057 -4.856 4.714
H -3.069 -1.597 0.565
H -2.265 -4.182 7.297
F -1.977 5.894 0.743
S -2.119 -1.519 -2.878
C 2.845 -3.920 0.896
N -1.052 -3.209 3.100
H 2.074 -2.308 -0.304
H -2.883 -2.120 8.552
C 3.200 1.884 0.137
C -1.659 -3.045 -2.252
C -3.122 4.072 -0.192
H 2.260 2.235 -0.284
C -2.219 -3.207 6.829
H 3.322 -1.426 2.343
C -3.210 -2.667 0.597
C -2.784 -2.224 -4.283
H 3.185 -4.494 0.034
F -2.162 0.581 -0.224
C 1.866 0.715 2.458
H -4.955 -5.385 1.518
O -2.414 -5.147 4.023
C -2.657 -3.580 -4.274
H 1.527 2.775 1.896


(6)
# C32H28F5N

6 unconnected molecules or ions with the total composition C32H28F5N (wB97M-V/def2-TZVPD, the Open Molecules 2025 dataset).

Results
* HOMO energy: -9.017 eV
* spin multiplicity: 1
* energy relative to the best compared isomer or geometry (same formula, charge and spin): 0.0 kJ/mol
* total charge: 0

Element x y z (Å)
C -16.474 -11.409 -15.879
H -11.292 -19.012 -18.979
C -12.596 -6.792 -18.537
H -10.192 -9.013 -19.354
C -17.452 -9.571 -17.093
C -10.525 -7.136 -20.376
H -9.654 -7.235 -21.009
H -12.209 -17.198 -17.592
C -12.359 -18.843 -18.909
C -13.493 -13.122 -23.568
C -17.566 -10.780 -16.437
H -14.463 -11.338 -19.226
C -13.693 -13.121 -18.511
C -14.095 -14.675 -11.512
H -13.863 -13.459 -27.363
F -12.832 -12.128 -13.722
H -15.094 -11.693 -23.673
C -12.354 -5.840 -19.520
H -15.271 -20.154 -20.089
H -15.368 -11.932 -26.065
C -14.626 -15.257 -13.779
C -11.759 -7.885 -18.468
H -15.085 -16.493 -12.098
C -13.442 -13.257 -13.284
H -14.209 -14.895 -10.458
C -14.657 -15.554 -12.427
C -14.466 -12.390 -24.212
C -13.759 -13.381 -26.287
C -15.217 -10.845 -16.046
H -12.723 -11.280 -18.724
H -18.330 -9.139 -17.557
H -12.957 -4.942 -19.485
C -12.839 -14.163 -25.606
C -12.696 -14.031 -24.231
H -16.601 -12.357 -15.369
C -10.733 -8.074 -19.376
C -13.504 -11.854 -19.213
H -13.393 -6.600 -17.831
F -11.916 -8.769 -17.460
H -16.046 -8.187 -17.951
F -18.786 -11.338 -16.314
N -13.864 -14.102 -17.945
H -14.707 -16.872 -17.459
H -13.930 -13.880 -15.276
H -11.988 -14.643 -23.688
H -13.259 -12.086 -20.247
H -14.321 -11.361 -15.725
C -12.905 -17.832 -18.128
C -14.564 -19.552 -19.533
C -15.071 -18.599 -18.672
C -14.601 -12.530 -25.592
F -13.298 -12.933 -22.240
C -16.187 -9.037 -17.294
C -13.486 -13.506 -11.933
C -13.986 -14.113 -14.220
H -11.155 -5.223 -21.162
C -13.195 -19.677 -19.644
F -16.417 -18.500 -18.562
C -15.078 -9.642 -16.733
C -11.322 -6.001 -20.429
H -12.186 -14.846 -26.131
H -15.025 -15.954 -14.505
H -13.081 -12.838 -11.187
H -14.071 -9.308 -16.938
C -14.281 -17.710 -17.994
H -12.769 -20.449 -20.273


(7)
# C32H28I2N6O2Pd

A molecular structure, C32H28I2N6O2Pd (wB97M-V/def2-TZVPD, the Open Molecules 2025 dataset).

Results
* HOMO energy (alpha / beta): -11.605 / -12.955 eV
* spin multiplicity: 5
* total charge: +2

Element x y z (Å)
C -1.383 -2.313 3.840
C -3.010 -1.270 -3.463
H 5.034 2.556 -3.155
H 2.779 -2.568 -1.950
C 2.816 -0.484 -2.149
N 2.664 0.567 1.145
C -4.497 2.444 -2.629
H -4.879 -2.121 0.074
H -5.356 2.022 1.255
N 2.220 -1.760 -0.059
C -3.760 -2.033 0.117
H 4.137 -1.627 -3.476
H -5.936 1.349 -1.294
H -2.081 -3.098 3.846
C 3.771 -0.580 -3.143
C 5.007 1.216 2.571
N -4.108 2.191 -0.364
C 0.620 -0.380 3.838
H 1.422 0.342 3.883
H 3.657 -2.552 1.322
C 3.676 -0.290 1.306
C 4.670 0.418 -3.417
C 4.029 2.198 2.277
C 2.211 -1.713 -1.577
C -1.050 -1.635 2.669
C -4.275 2.028 1.092
Pd 0.792 -0.422 0.813
I 2.649 3.877 -1.885
C 3.198 1.951 -2.242
N -3.168 2.203 -2.460
H -1.093 -2.446 6.000
C -2.957 2.117 -1.105
C 3.501 -1.602 0.633
C -3.053 -1.705 -1.105
H 5.819 1.444 3.280
C -3.098 -2.170 1.328
H -0.938 1.917 -1.154
H 5.709 -0.649 1.956
H -3.893 1.081 1.400
C -1.716 -1.756 1.384
H -1.669 1.574 0.444
H -0.085 -0.312 -1.955
N -1.100 -1.316 0.299
O -5.198 2.772 -3.629
C 2.916 1.856 1.497
I 6.212 0.276 -4.872
C -1.024 -0.819 -2.089
H 4.052 3.249 2.691
H -5.900 3.163 -0.957
C -5.254 2.258 -1.235
C -1.679 -0.861 -3.351
H 1.174 -1.861 -1.853
C 4.888 0.030 1.921
H 1.909 -2.672 0.197
H 0.513 -0.491 6.041
C -3.725 -1.670 -2.333
C 0.097 -0.884 5.096
C -0.801 -1.921 5.071
C -1.664 -1.367 -0.920
H -1.098 -0.474 -4.210
H -3.549 -1.204 -4.408
H -4.747 -1.948 -2.284
H -3.544 -2.556 2.252
H -3.773 2.865 1.619
N -1.759 1.877 -0.534
C 2.384 0.823 -1.761
H 2.197 2.644 1.303
O 1.263 1.037 -1.137
C 4.405 1.673 -2.879
C 0.107 -0.839 2.663
H 4.318 -1.652 -0.094